#one
Below is C4H10OS2 in the gas phase, with properties calculated with wB97M-V/def2-TZVPD.

Structure (SMILES): CSSCCCO
Net charge: 0

Each line ends with the Löwdin charge.
Cartesian coordinates (Å):
C -2.91 -0.99 0.32  -0.502
S -1.31 -1.34 -0.54  0.538
S -0.18 -0.06 1.32  0.631
C 0.13 1.29 0.22  -0.665
C 0.80 1.06 -1.12  -0.284
C 2.16 0.34 -0.92  -0.306
O 2.97 1.05 -0.03  -0.069
H -2.72 0.03 0.50  -0.044
H -3.11 -1.82 1.02  0.035
H -3.69 -1.17 -0.50  0.050
H 0.84 1.92 0.85  0.091
H -0.83 1.80 0.10  0.057
H 0.28 0.36 -1.76  0.048
H 1.00 1.96 -1.74  0.123
H 2.67 0.53 -1.90  0.127
H 1.98 -0.72 -0.76  0.105
H 2.70 0.79 0.86  0.063

---

#two
Below is 2 unconnected molecules or ions with the total composition C4H10OS2, with properties calculated with wB97M-V/def2-TZVPD.

Structure (SMILES): C1CSCSC1.O
Net charge: 0

Each line ends with the Löwdin charge.
Cartesian coordinates (Å):
C 1.30 0.22 0.21  -0.318
C 0.90 0.22 -1.27  -0.499
S -0.69 -0.57 -1.60  0.816
C -1.72 0.50 -0.57  -0.796
S -1.32 0.46 1.19  0.816
C 0.38 1.08 1.07  -0.499
H 1.30 -0.82 0.59  0.102
H 2.32 0.62 0.29  0.117
H 1.64 -0.35 -1.86  0.082
H 0.88 1.26 -1.66  0.085
H -1.67 1.54 -0.94  0.049
H -2.76 0.15 -0.67  0.043
H 0.35 2.12 0.69  0.085
H 0.74 1.12 2.12  0.082
O -0.41 -2.86 0.96  -0.126
H -0.46 -2.61 0.01  -0.018
H -0.78 -2.09 1.44  -0.018

---

Top of the stability list: #two, leading by 2.312 eV.